{
  "formula": "C21H14Cl2F6N3O6S3Sr",
  "method": "ωB97M-V with the def2-TZVPD basis set",
  "species": ["Sr", "F", "C", "F", "F", "S", "O", "O", "N", "S", "O", "O", "C", "F", "F", "F", "S", "C", "C", "C", "C", "C", "N", "H", "H", "H", "H", "Cl", "C", "C", "C", "C", "C", "Cl", "C", "N", "C", "C", "C", "C", "C", "C", "C", "C", "O", "O", "H", "H", "H", "H", "H", "H", "H", "H", "H", "H"],
  "positions_angstrom": [[0.4294, -2.0838, -0.4204], [-1.8914, -2.4966, 4.6084], [-2.2394, -3.4365, 3.7308], [-2.4013, -4.5888, 4.3721], [-3.4010, -3.0882, 3.1746], [-0.9818, -3.5890, 2.3974], [-0.9121, -2.2476, 1.8322], [-1.4365, -4.6164, 1.5123], [0.2468, -3.9758, 3.2947], [1.7080, -3.9304, 2.7134], [1.7381, -3.5484, 1.3167], [2.4946, -5.0376, 3.1424], [2.4222, -2.4809, 3.5964], [2.3598, -2.6658, 4.9174], [3.6966, -2.3229, 3.2498], [1.7478, -1.3755, 3.2903], [0.6341, -3.5935, -2.9288], [-0.7897, -2.6604, -3.2858], [-1.2865, -2.5604, -4.6028], [-2.3959, -1.7925, -4.8587], [-3.0192, -1.1062, -3.8129], [-2.4793, -1.2462, -2.5543], [-1.4134, -2.0047, -2.2836], [-0.7718, -3.0933, -5.3896], [-2.7790, -1.7140, -5.8697], [-3.8843, -0.4789, -3.9742], [-2.9100, -0.7215, -1.7077], [-2.0639, 2.4461, -0.3211], [-1.0013, 2.0881, 1.0001], [-1.3165, 1.0137, 1.8133], [-0.5442, 0.7254, 2.9249], [0.5440, 1.5269, 3.2243], [0.8595, 2.5771, 2.3856], [2.2592, 3.5494, 2.7738], [0.1224, 2.8868, 1.2347], [0.4659, 3.9707, 0.4265], [0.6315, 3.8328, -0.9967], [-0.0388, 4.7469, -1.8017], [0.0744, 4.6945, -3.1792], [0.8571, 3.7061, -3.7603], [1.5365, 2.8084, -2.9562], [1.4558, 2.8606, -1.5659], [2.2597, 1.8839, -0.7546], [1.6034, 0.5141, -0.5682], [0.4493, 0.3302, -1.0318], [2.2723, -0.3677, 0.0286], [-2.1759, 0.4054, 1.5665], [-0.7825, -0.1275, 3.5439], [1.1700, 1.3254, 4.0820], [1.1959, 4.5285, 0.8444], [-0.6733, 5.4798, -1.3203], [-0.4593, 5.4066, -3.7960], [0.9392, 3.6368, -4.8377], [2.1521, 2.0392, -3.4082], [2.5055, 2.2715, 0.2340], [3.2174, 1.6964, -1.2449]],
  "nbo_charge": [1.807, -0.311, 0.730, -0.305, -0.311, 2.245, -1.013, -0.910, -1.229, 2.275, -1.009, -0.902, 0.717, -0.315, -0.306, -0.309, -0.517, 0.081, -0.286, -0.163, -0.308, 0.059, -0.596, 0.220, 0.203, 0.209, 0.191, 0.014, -0.058, -0.215, -0.207, -0.215, -0.086, -0.025, 0.187, -0.652, 0.139, -0.208, -0.225, -0.232, -0.131, -0.030, -0.550, 0.780, -0.815, -0.805, 0.231, 0.230, 0.228, 0.395, 0.217, 0.205, 0.206, 0.203, 0.235, 0.236],
  "charge": -1,
  "lumo_ha": 0.08947,
  "homo_lumo_gap_ev": 7.361,
  "de_lowest_kj_mol": 1.3
}

=====

{
  "formula": "C21H14Cl2N4O3",
  "method": "ωB97M-V with the def2-TZVPD basis set",
  "species": ["N", "C", "C", "C", "C", "N", "C", "O", "C", "Cl", "C", "Cl", "C", "O", "C", "C", "C", "C", "C", "N", "C", "C", "C", "C", "C", "N", "O", "C", "C", "C", "H", "H", "H", "H", "H", "H", "H", "H", "H", "H", "H", "H", "H", "H"],
  "positions_angstrom": [[0.5322, 2.4669, 2.2301], [-0.6339, 2.3917, 2.3092], [-2.0386, 2.3356, 2.5394], [-2.5763, 1.2603, 3.1916], [-1.8058, 0.0968, 3.4760], [-1.2009, -0.8726, 3.7278], [-3.9876, 1.2101, 3.6048], [-4.4697, 0.1652, 4.0318], [-4.7651, 2.4691, 3.4426], [-6.4058, 2.3954, 3.8669], [-4.1949, 3.5922, 2.9209], [-5.0422, 5.0555, 2.8000], [-2.7683, 3.6200, 2.4893], [-2.1711, 4.6508, 2.1876], [5.8637, -3.6317, -1.6772], [4.6049, -2.8057, -1.7395], [4.2239, -2.0664, -0.6123], [3.0881, -1.2609, -0.6395], [2.2762, -1.2335, -1.7809], [1.0981, -0.4075, -1.7712], [1.2271, 0.9589, -1.7818], [0.1871, 1.7819, -1.5039], [-1.1361, 1.2878, -1.0240], [-1.2067, -0.2139, -1.1542], [-2.4450, -0.9775, -0.8266], [-3.5316, -0.2387, -0.4353], [-2.4668, -2.2087, -0.8840], [-0.1515, -0.9593, -1.5574], [2.6194, -2.0027, -2.8984], [3.8012, -2.7513, -2.8886], [6.0562, -4.1318, -2.6327], [6.7305, -3.0017, -1.4282], [5.7890, -4.3965, -0.8898], [4.8360, -2.1206, 0.2924], [2.8091, -0.6595, 0.2293], [2.2279, 1.3215, -2.0420], [0.3242, 2.8563, -1.6209], [-1.3311, 1.6049, 0.0413], [-1.9295, 1.7505, -1.6344], [-3.5980, 0.7672, -0.5257], [-4.3727, -0.7503, -0.2188], [-0.1631, -2.0503, -1.6541], [1.9814, -1.9870, -3.7846], [4.1165, -3.3105, -3.7753]],
  "nbo_charge": [-0.198, 0.233, -0.127, -0.099, 0.244, -0.187, 0.484, -0.421, -0.123, 0.123, -0.124, 0.123, 0.482, -0.428, -0.631, -0.013, -0.209, -0.218, 0.202, -0.463, 0.018, -0.263, -0.431, -0.221, 0.653, -0.842, -0.632, 0.109, -0.235, -0.201, 0.216, 0.222, 0.224, 0.216, 0.229, 0.217, 0.217, 0.177, 0.195, 0.392, 0.406, 0.244, 0.226, 0.214],
  "lumo_ha": -0.12233,
  "homo_lumo_gap_ev": 4.252
}

=====

{
  "formula": "C21H14F12I2NO2Pd",
  "method": "ωB97M-V with the def2-TZVPD basis set",
  "species": ["Pd", "C", "C", "C", "C", "C", "N", "C", "C", "C", "C", "C", "C", "C", "C", "O", "C", "F", "F", "F", "C", "F", "F", "F", "C", "C", "C", "O", "C", "F", "F", "F", "C", "F", "F", "F", "H", "H", "H", "H", "H", "H", "H", "H", "H", "H", "H", "H", "I", "C", "I", "H", "H"],
  "positions_angstrom": [[1.2530, -0.9761, -1.4987], [-4.7013, 2.1724, -1.8066], [-3.4245, 1.5695, -1.2916], [-2.5268, 2.3132, -0.5391], [-1.3513, 1.7404, -0.0992], [-1.0386, 0.4160, -0.4240], [0.2043, -0.0842, -0.0551], [0.6883, 0.1343, 1.2107], [-0.2383, 0.2130, 2.2694], [0.1705, 0.3113, 3.5792], [1.5259, 0.3392, 3.8862], [2.0021, 0.4060, 5.3093], [2.4423, 0.2693, 2.8409], [2.0743, 0.1658, 1.5064], [3.1616, 0.1584, 0.4010], [2.7468, 0.1846, -0.8837], [4.0007, 1.4665, 0.5369], [4.8965, 1.5771, -0.4427], [3.1805, 2.5296, 0.4664], [4.6891, 1.5929, 1.6955], [4.0682, -1.0947, 0.6171], [3.3097, -2.2015, 0.6087], [4.7396, -1.1014, 1.7980], [4.9820, -1.2098, -0.3406], [-1.9292, -0.3572, -1.1961], [-3.1143, 0.2449, -1.5908], [-1.5565, -1.8213, -1.5242], [-0.3565, -1.9773, -2.1370], [-2.5774, -2.4430, -2.5225], [-2.2030, -3.6483, -2.9413], [-3.8198, -2.5777, -1.9900], [-2.7036, -1.6749, -3.6171], [-1.6534, -2.6605, -0.1845], [-2.5565, -2.1364, 0.6806], [-0.4853, -2.7001, 0.4590], [-2.0238, -3.9353, -0.3822], [-4.8853, 3.1488, -1.3586], [-5.5569, 1.5300, -1.5921], [-4.6568, 2.3039, -2.8900], [-2.7393, 3.3507, -0.3096], [-0.6275, 2.3210, 0.4568], [-1.2912, 0.1317, 2.0371], [-0.5687, 0.3450, 4.3711], [1.2778, 0.9173, 5.9441], [2.9543, 0.9316, 5.3815], [2.1500, -0.5970, 5.7169], [3.4908, 0.3002, 3.0934], [-3.8396, -0.3156, -2.1600], [2.6724, -2.0233, -3.4194], [-0.2565, 0.4463, -4.5261], [0.6652, 1.9638, -3.5341], [-0.3081, -0.5040, -4.0146], [-0.3558, 0.5445, -5.5944]],
  "nbo_charge": [0.860, -0.627, -0.021, -0.207, -0.222, 0.195, -0.396, 0.200, -0.215, -0.211, 0.003, -0.629, -0.202, -0.029, 0.089, -0.747, 0.967, -0.306, -0.328, -0.341, 0.954, -0.319, -0.347, -0.302, -0.063, -0.141, 0.089, -0.767, 0.971, -0.303, -0.345, -0.325, 0.947, -0.342, -0.314, -0.323, 0.209, 0.217, 0.224, 0.208, 0.226, 0.229, 0.208, 0.211, 0.219, 0.222, 0.235, 0.217, -0.527, -0.559, 0.160, 0.221, 0.177],
  "charge": -1,
  "lumo_ha": [0.08828, 0.01070],
  "homo_lumo_gap_ev": [7.276, 5.182],
  "s_squared": 2.041,
  "spin_multiplicity": 3,
  "de_lowest_kj_mol": 0.0
}

=====

{
  "formula": "C21H14F2N4O2",
  "method": "ωB97M-V with the def2-TZVPD basis set",
  "species": ["N", "C", "C", "C", "O", "C", "C", "C", "C", "C", "O", "C", "C", "C", "C", "N", "C", "C", "C", "N", "N", "C", "C", "C", "C", "F", "C", "C", "F", "H", "H", "H", "H", "H", "H", "H", "H", "H", "H", "H", "H", "H", "H"],
  "positions_angstrom": [[-2.7783, 0.2574, 1.6297], [-1.5111, 0.7972, 1.4052], [-0.4478, 0.0094, 1.2152], [-0.4010, -1.4404, 1.3642], [-1.2859, -2.0463, 1.9435], [0.8555, -2.1799, 0.9649], [1.6210, -2.8837, 1.9023], [2.8446, -3.4887, 1.5685], [3.3554, -3.4576, 0.2666], [2.5577, -2.8249, -0.6920], [3.0668, -2.7539, -1.9934], [2.1969, -2.6362, -3.0367], [2.3756, -1.5742, -3.9095], [1.5082, -1.4581, -4.9864], [0.4937, -2.4063, -5.1735], [0.3165, -3.4519, -4.3153], [1.1580, -3.5676, -3.2631], [1.4020, -2.1239, -0.3112], [0.6890, 0.8959, 1.0347], [0.3565, 2.1523, 1.2079], [-0.9921, 2.1205, 1.4275], [-1.7457, 3.2903, 1.6113], [-1.4928, 4.4275, 0.8046], [-2.2001, 5.6143, 0.9848], [-3.1160, 5.7094, 2.0428], [-3.7727, 6.8677, 2.2871], [-3.3952, 4.6277, 2.8806], [-2.6975, 3.4308, 2.6571], [-3.0133, 2.3988, 3.4765], [-3.5089, 0.9173, 1.9308], [-2.7628, -0.6820, 1.9970], [1.3076, -2.9537, 2.9309], [3.4425, -4.0065, 2.3100], [4.3048, -3.9261, 0.0400], [3.0985, -0.7945, -3.7242], [1.5716, -0.6426, -5.6879], [-0.2011, -2.3129, -6.0099], [1.0228, -4.3996, -2.5544], [0.9006, -1.6183, -1.1438], [1.6859, 0.5642, 0.7798], [-0.7489, 4.3479, 0.0259], [-1.9584, 6.5055, 0.4178], [-4.1024, 4.6960, 3.6941]],
  "nbo_charge": [-0.807, 0.422, -0.353, 0.555, -0.573, -0.030, -0.214, -0.194, -0.244, 0.295, -0.486, 0.242, -0.220, -0.238, 0.009, -0.398, -0.016, -0.297, 0.025, -0.260, -0.220, 0.043, -0.152, -0.291, 0.416, -0.317, -0.343, 0.405, -0.321, 0.400, 0.441, 0.222, 0.219, 0.232, 0.231, 0.220, 0.201, 0.210, 0.232, 0.219, 0.243, 0.239, 0.251],
  "lumo_ha": 0.01165,
  "homo_lumo_gap_ev": 9.051,
  "de_lowest_kj_mol": 0.0
}

=====

{
  "formula": "C21H14MnN6S2",
  "method": "ωB97M-V with the def2-TZVPD basis set",
  "species": ["Mn", "S", "C", "C", "C", "C", "N", "C", "C", "C", "S", "C", "N", "H", "H", "C", "N", "C", "C", "C", "C", "C", "C", "C", "C", "H", "H", "H", "H", "H", "H", "H", "H", "H", "H", "H", "H", "N", "C", "C", "C", "N", "C", "N"],
  "positions_angstrom": [[-0.2906, 1.0107, 0.5514], [0.1488, 1.7474, 2.7003], [1.6001, 0.8467, 3.1094], [2.1031, 0.9401, 4.4066], [3.2601, 0.2802, 4.7842], [3.7509, 0.4176, 6.1394], [4.1459, 0.5289, 7.2129], [3.9389, -0.5050, 3.8472], [3.4409, -0.6132, 2.5603], [2.2713, 0.0432, 2.1732], [1.6975, -0.1653, 0.5269], [5.1577, -1.2050, 4.1971], [6.1314, -1.7585, 4.4549], [1.5809, 1.5480, 5.1331], [3.9700, -1.2236, 1.8395], [0.5031, -1.8787, -2.4563], [-0.7226, -1.6569, -3.2081], [-1.4947, -2.8842, -3.2838], [-1.5379, -0.6071, -2.6103], [-0.8355, 0.7271, -2.5758], [-0.6451, 1.4126, -3.7728], [-0.0255, 2.6561, -3.8081], [0.4066, 3.2487, -2.6302], [0.2191, 2.5625, -1.4340], [-0.3981, 1.3159, -1.4007], [1.0655, -2.6909, -2.9194], [0.3140, -2.1518, -1.4059], [1.1270, -0.9853, -2.4634], [-0.9175, -3.6576, -3.7927], [-2.4131, -2.7123, -3.8472], [-1.7768, -3.2660, -2.2876], [-1.8747, -0.8819, -1.5981], [-2.4334, -0.5055, -3.2286], [-0.9854, 0.9517, -4.6943], [0.1141, 3.1617, -4.7554], [0.8857, 4.2195, -2.6406], [0.5746, 3.0305, -0.5133], [-2.1567, 0.5196, 0.7904], [-3.2600, 0.1989, 0.9530], [-4.5777, -0.1792, 1.1123], [-5.0867, -0.4782, 2.4104], [-5.5011, -0.7202, 3.4587], [-5.4037, -0.2792, -0.0483], [-6.0704, -0.3623, -0.9861]],
  "nbo_charge": [1.239, -0.286, -0.148, -0.170, -0.172, 0.287, -0.319, -0.102, -0.179, -0.177, -0.239, 0.289, -0.326, 0.235, 0.231, -0.424, -0.431, -0.409, -0.266, 0.053, -0.208, -0.216, -0.206, -0.279, -0.327, 0.195, 0.173, 0.211, 0.194, 0.198, 0.165, 0.174, 0.206, 0.212, 0.208, 0.210, 0.209, -0.638, 0.532, -0.577, 0.307, -0.367, 0.310, -0.376],
  "charge": -1,
  "lumo_ha": [0.04307, 0.06555],
  "homo_lumo_gap_ev": [6.988, 7.816],
  "s_squared": 6.133,
  "spin_multiplicity": 5
}

=====

{
  "formula": "C21H14N3O6Pt",
  "method": "ωB97M-V with the def2-TZVPD basis set",
  "species": ["Pt", "O", "C", "C", "C", "C", "C", "C", "C", "N", "N", "C", "O", "C", "C", "C", "C", "C", "C", "H", "H", "H", "H", "H", "H", "H", "H", "H", "H", "O", "C", "C", "C", "C", "C", "C", "C", "O", "N", "O", "O", "H", "H", "H", "H"],
  "positions_angstrom": [[-0.7430, -0.5426, -0.7486], [-2.0792, -2.1764, -0.5305], [-2.5223, -2.6166, 0.6116], [-3.6798, -3.4343, 0.5942], [-4.2260, -3.9619, 1.7389], [-3.6420, -3.7175, 2.9859], [-2.5095, -2.9372, 3.0319], [-1.9311, -2.3683, 1.8856], [-0.7132, -1.6117, 2.1031], [-0.1006, -0.9091, 1.2295], [1.0898, -0.3171, 1.6075], [1.7403, 0.1488, 0.5645], [1.4011, 0.0651, -0.6623], [3.0340, 0.8452, 0.8593], [3.6867, 1.5154, -0.1699], [4.8768, 2.1860, 0.0739], [5.4271, 2.1861, 1.3477], [4.7793, 1.5155, 2.3780], [3.5876, 0.8502, 2.1370], [-4.1221, -3.6222, -0.3761], [-5.1171, -4.5758, 1.6701], [-4.0645, -4.1343, 3.8905], [-2.0310, -2.7436, 3.9866], [-0.2611, -1.6630, 3.0947], [3.2399, 1.5054, -1.1552], [5.3735, 2.7113, -0.7326], [6.3569, 2.7082, 1.5385], [5.2050, 1.5137, 3.3742], [3.0666, 0.3290, 2.9280], [-1.0820, -0.3590, -3.0031], [-0.4503, 0.4824, -3.6374], [0.0866, 1.7327, -3.1671], [0.8339, 2.4680, -4.0883], [1.3715, 3.6843, -3.7483], [1.1656, 4.2211, -2.4595], [0.4305, 3.5329, -1.5473], [-0.1455, 2.2473, -1.8391], [-0.8319, 1.6640, -0.9537], [2.1409, 4.4240, -4.7210], [2.5988, 5.5088, -4.3904], [2.2978, 3.9418, -5.8340], [-0.2618, 0.2766, -4.7065], [0.9949, 2.0797, -5.0859], [1.6035, 5.1792, -2.2182], [0.2683, 3.9204, -0.5505]],
  "nbo_charge": [1.234, -0.773, 0.382, -0.247, -0.206, -0.301, -0.150, -0.220, 0.106, -0.328, -0.461, 0.549, -0.743, -0.027, -0.206, -0.223, -0.220, -0.232, -0.194, 0.206, 0.198, 0.201, 0.196, 0.177, 0.238, 0.207, 0.201, 0.202, 0.232, -0.597, 0.435, -0.325, -0.101, -0.037, -0.160, -0.299, 0.485, -0.691, 0.523, -0.420, -0.423, 0.118, 0.233, 0.236, 0.224],
  "charge": -1,
  "lumo_ha": [0.08491, 0.08221],
  "homo_lumo_gap_ev": [6.473, 7.059],
  "s_squared": 2.009,
  "spin_multiplicity": 3,
  "de_lowest_kj_mol": 0.0
}

=====

Question: Number 4 is which compound?
Answer: C21H14F2N4O2